(1)
A structure of composition C17H34CdOP2. Source: the Open Molecules 2025 dataset; level of theory: the ωB97M-V functional and the def2-TZVPD basis.

Each line ends with the Mulliken charge.
CARTESIAN COORDINATES (ANGSTROEM)
P 2.46913 -1.73479 -1.21851  1.0728
P 1.37198 -2.38345 1.56234  0.8723
C 3.53637 -2.83591 -0.15195  -1.1805
C 2.69497 -3.53690 0.90900  -1.1559
H 4.30947 -2.19508 0.29565  0.4251
H 4.02392 -3.55825 -0.81761  0.5151
H 2.18235 -4.42185 0.50472  0.4362
H 3.31093 -3.85098 1.76060  0.5141
C 2.36880 -1.68545 2.94168  -1.4643
H 1.69763 -1.15010 3.62559  0.3759
H 3.10998 -0.97977 2.54279  0.3276
H 2.87678 -2.50360 3.47377  0.4554
C 0.39550 -3.62624 2.48575  -1.4307
H 1.05121 -4.20355 3.15394  0.3892
H -0.09336 -4.29326 1.76226  0.3678
H -0.37336 -3.09906 3.06652  0.3871
C 3.80331 -0.84127 -2.08859  -1.4423
H 3.35157 -0.22582 -2.87833  0.3898
H 4.51070 -1.56412 -2.52097  0.3978
H 4.31605 -0.18877 -1.36848  0.3597
C 2.05400 -2.99405 -2.48841  -1.4992
H 1.31838 -3.70200 -2.08445  0.3306
H 2.97330 -3.52719 -2.77231  0.4486
H 1.62438 -2.49016 -3.36346  0.3691
Cd -3.67029 2.81322 -0.72459  0.6136
C -2.15275 0.67085 0.59613  -1.0706
C -1.22692 1.45143 1.17162  -0.2892
C 0.25189 1.30721 0.98097  0.3653
C 0.84670 2.09560 -0.21046  -0.7986
C 0.16982 1.94186 -1.54241  -0.4584
C -0.55064 0.89802 -1.96416  -0.5811
C -0.68205 -0.41619 -1.24674  1.1502
C -1.85156 -0.54080 -0.23508  -0.7283
C -3.40241 4.18785 -2.31927  -1.2076
H -3.22210 0.79964 0.83570  0.8653
H -1.53123 2.28459 1.82321  0.3888
H 0.57307 0.25464 0.93967  -0.8285
H 0.72585 1.72644 1.88345  0.5258
H 0.84019 3.16614 0.05443  0.4284
H 1.91424 1.82302 -0.29653  0.2840
H 0.26803 2.81876 -2.18903  0.4772
H -1.15822 0.97621 -2.87722  0.3906
H 0.27460 -0.68845 -0.76063  -1.5612
H -0.85858 -1.17853 -2.02567  0.6215
H -2.74709 -0.83301 -0.80521  0.3359
H -1.63192 -1.39909 0.42544  0.1965
H -4.42047 4.36296 -2.70967  0.3122
H -2.76395 3.75268 -3.09951  0.2376
H -2.95770 5.13071 -1.96932  0.3014
C -4.79670 4.44479 1.77352  -0.9013
C -5.02392 3.13314 1.05117  0.4337
O -5.87957 2.29620 1.23673  -0.5780
H -3.95439 4.33083 2.47482  0.1904
H -5.68395 4.73773 2.35315  0.3352
H -4.58197 5.24315 1.04393  0.2875

Values from the calculation:
**HOMO energy**: -6.80 eV
**ΔE to the lowest compared entry with this formula, charge and spin**: 0.000 eV
**DFT total energy**: -1593.67482 Ha
**Net charge**: 0

=====

(2)
A cluster of 7 separate species, BrH13O6 in total. Source: the Open Molecules 2025 dataset; level of theory: the ωB97M-V functional and the def2-TZVPD basis.

Each line ends with the Mulliken charge.
CARTESIAN COORDINATES (ANGSTROEM)
O -0.09575 0.24645 0.80786  -0.3432
H 0.00363 -0.50180 0.08776  0.3979
H 0.83564 0.43804 1.43019  0.5887
H -0.24985 0.97185 0.17179  0.1077
Br -0.70892 3.49848 0.09246  -0.7667
O 0.40477 -1.67416 -1.03353  -0.5465
H 0.14240 -2.58162 -1.07619  0.2562
H 0.84573 -1.70753 -1.87455  0.2495
O -1.81861 0.26187 -2.04074  -0.5848
H -2.64379 -0.27594 -2.11613  0.2836
H -2.12379 1.19127 -2.11259  0.3213
O 2.22458 0.52507 2.12991  -0.6432
H 2.99641 0.04560 1.98896  0.3161
H 1.94482 0.16931 3.10022  0.3807
O -2.41480 -0.87338 1.10309  -0.5862
H -2.42311 -1.82052 0.73977  0.2995
H -2.12538 -1.10783 2.02626  0.2965
O 1.86104 1.00244 -0.88353  -0.5370
H 1.81898 0.36279 -1.43502  0.2212
H 1.52601 1.82960 -1.10597  0.2887

Values from the calculation:
**HOMO energy**: -7.05 eV
**ΔE to the lowest compared entry with this formula, charge and spin**: 0.957 eV
**DFT total energy**: -3033.15546 Ha
**Net charge**: 0

=====

(3)
A structure of composition C39H45AsBrF4N7O3PS3V. Source: the Open Molecules 2025 dataset; level of theory: the ωB97M-V functional and the def2-TZVPD basis.

Each line ends with the Mulliken spin population.
CARTESIAN COORDINATES (ANGSTROEM)
V 0.64796 0.28553 -0.40421  2.7077
F -2.99748 1.15464 -6.53049  0.0000
C -2.60619 1.28389 -5.27216  0.0001
C -3.39449 1.95239 -4.35638  0.0001
F -4.55904 2.45966 -4.74055  0.0000
C -2.97111 2.08832 -3.04831  0.0034
F -3.83190 2.71208 -2.23326  0.0016
C -1.74899 1.60475 -2.58948  0.0162
P -1.06966 2.00902 -0.86319  0.1696
C -2.60013 1.57538 0.05170  -0.0664
C -3.31683 2.39885 0.90475  -0.0054
C -4.41838 1.90419 1.58949  0.0017
C -4.80325 0.57921 1.43660  -0.0013
C -4.08697 -0.25012 0.58390  0.0131
C -2.99245 0.24836 -0.10612  0.0760
C -0.71087 3.77948 -1.20384  -0.0190
C 0.60835 4.15943 -0.95125  0.0241
C 1.04769 5.44336 -1.24353  0.0015
C 0.17370 6.37259 -1.78876  -0.0004
C -1.14267 6.00586 -2.04016  0.0009
C -1.58355 4.72166 -1.75278  -0.0026
C -1.03112 0.87163 -3.52525  -0.0532
Br 0.45946 -0.16683 -3.04635  0.0319
C -1.42572 0.71855 -4.84155  -0.0120
F -0.70575 0.00048 -5.70188  -0.0003
H -3.02723 3.43189 1.04280  -0.0006
H -4.97848 2.55993 2.24331  0.0002
H -5.65964 0.19549 1.97684  -0.0001
H -4.37800 -1.28408 0.45189  0.0003
H -2.45896 -0.41474 -0.78518  -0.0237
H 1.28918 3.44243 -0.51256  0.0817
H 2.07518 5.71577 -1.03449  -0.0002
H 0.51160 7.37559 -2.01666  -0.0001
H -1.83616 6.71862 -2.46837  -0.0001
H -2.61780 4.49066 -1.94642  -0.0005
N -0.85642 -2.20386 1.28375  0.0122
C -0.45599 -1.16973 2.06016  0.0025
N -0.18131 0.05603 1.62836  -0.1035
C 0.08355 0.87335 2.75736  0.0759
C 0.02690 0.23864 3.94218  0.0077
S -0.35581 -1.41776 3.75494  0.0008
C 0.26410 2.34157 2.75988  -0.0129
C 0.94743 2.96735 3.74734  0.0007
S 0.72814 4.66664 3.63207  0.0004
C -0.27377 4.40975 2.24203  0.0020
N -0.41089 3.16576 1.87861  0.0228
N -0.87965 5.46137 1.62817  0.0000
H -0.83937 -3.11891 1.70464  -0.0016
H -0.60867 -2.21340 0.30027  0.0109
H 0.13331 0.67191 4.92142  -0.0006
H 1.54726 2.53245 4.53033  0.0002
H -0.59611 6.39626 1.85835  0.0000
H -1.25287 5.31776 0.70565  0.0000
C -1.25692 -4.72671 -3.28126  -0.0001
As -0.30758 -3.62536 -1.97691  0.0012
C 1.37993 -3.52928 -2.96829  -0.0003
C 0.18113 -5.07743 -0.76102  -0.0010
H -0.62568 -5.55461 -3.60502  0.0000
H -1.52130 -4.12175 -4.14865  0.0000
H -2.17394 -5.12106 -2.84492  0.0000
H 1.77119 -4.53673 -3.11407  -0.0003
H 2.11473 -2.93114 -2.42999  0.0008
H 1.19826 -3.07965 -3.94453  0.0000
H 0.62797 -5.89785 -1.32354  0.0000
H -0.71150 -5.44359 -0.25287  0.0000
H 0.89868 -4.72663 -0.01848  0.0003
C 3.86211 -7.48605 1.54278  0.0000
C 3.60198 -6.03115 1.25629  0.0001
C 4.08620 -5.43185 0.10058  0.0001
C 3.85491 -4.08745 -0.16010  0.0003
C 3.12915 -3.33613 0.75056  0.0103
C 2.63746 -3.91060 1.92027  -0.0022
C 2.87647 -5.25070 2.16102  0.0000
S 2.78372 -1.65474 0.39727  0.0300
O 2.74541 -0.98923 1.68535  0.0007
O 3.76134 -1.18466 -0.55709  -0.0078
O 1.39873 -1.65681 -0.23416  0.0120
H 4.40373 -7.96291 0.72720  0.0000
H 2.92558 -8.02553 1.69234  0.0000
H 4.45330 -7.60100 2.45307  0.0000
H 4.65756 -6.02238 -0.60639  0.0000
H 4.23914 -3.62036 -1.05781  -0.0001
H 2.09360 -3.30283 2.63305  -0.0004
H 2.50210 -5.70535 3.07171  0.0000
C 3.10055 1.76700 -2.52677  0.0578
N 3.75464 2.36977 -1.38650  0.0267
C 4.67364 3.46317 -1.66796  -0.0002
C 3.42645 1.99034 -0.12805  0.0486
N 2.23384 1.51850 0.15645  -0.1551
N 4.40379 2.17421 0.81271  0.0074
C 4.06186 2.10362 2.22266  0.0012
C 5.75616 1.69382 0.51247  -0.0007
H 3.77667 1.81291 -3.38065  -0.0027
H 2.17102 2.27790 -2.79553  -0.0027
H 2.90437 0.72038 -2.31254  -0.0191
H 4.18110 4.17846 -2.33095  0.0003
H 5.58233 3.11090 -2.16171  0.0003
H 4.94704 3.96920 -0.74708  0.0007
H 2.27007 1.14796 1.10475  0.0343
H 3.83881 1.08102 2.54778  -0.0031
H 3.21003 2.74549 2.42673  0.0005
H 4.91366 2.47255 2.79280  -0.0002
H 5.85910 1.48539 -0.54705  0.0001
H 5.94166 0.76370 1.05449  0.0000
H 6.50245 2.43191 0.80853  0.0001

Values from the calculation:
**HOMO energy (alpha / beta)**: -10.24 / -10.26 eV
**2S+1**: 4
**ΔE to the lowest compared entry with this formula, charge and spin**: 0.653 eV
**DFT total energy**: -9811.22018 Ha
**Net charge**: +1

=====

Q: What is the formula in the third record?
A: C39H45AsBrF4N7O3PS3V

=====

Q: The lowest DFT total energy belongs to which entry?
A: C39H45AsBrF4N7O3PS3V

=====

What did the first record say?
A structure of composition C17H34CdOP2. Source: the Open Molecules 2025 dataset; level of theory: the ωB97M-V functional and the def2-TZVPD basis.

Each line ends with the Mulliken charge.
CARTESIAN COORDINATES (ANGSTROEM)
P 2.46913 -1.73479 -1.21851  1.0728
P 1.37198 -2.38345 1.56234  0.8723
C 3.53637 -2.83591 -0.15195  -1.1805
C 2.69497 -3.53690 0.90900  -1.1559
H 4.30947 -2.19508 0.29565  0.4251
H 4.02392 -3.55825 -0.81761  0.5151
H 2.18235 -4.42185 0.50472  0.4362
H 3.31093 -3.85098 1.76060  0.5141
C 2.36880 -1.68545 2.94168  -1.4643
H 1.69763 -1.15010 3.62559  0.3759
H 3.10998 -0.97977 2.54279  0.3276
H 2.87678 -2.50360 3.47377  0.4554
C 0.39550 -3.62624 2.48575  -1.4307
H 1.05121 -4.20355 3.15394  0.3892
H -0.09336 -4.29326 1.76226  0.3678
H -0.37336 -3.09906 3.06652  0.3871
C 3.80331 -0.84127 -2.08859  -1.4423
H 3.35157 -0.22582 -2.87833  0.3898
H 4.51070 -1.56412 -2.52097  0.3978
H 4.31605 -0.18877 -1.36848  0.3597
C 2.05400 -2.99405 -2.48841  -1.4992
H 1.31838 -3.70200 -2.08445  0.3306
H 2.97330 -3.52719 -2.77231  0.4486
H 1.62438 -2.49016 -3.36346  0.3691
Cd -3.67029 2.81322 -0.72459  0.6136
C -2.15275 0.67085 0.59613  -1.0706
C -1.22692 1.45143 1.17162  -0.2892
C 0.25189 1.30721 0.98097  0.3653
C 0.84670 2.09560 -0.21046  -0.7986
C 0.16982 1.94186 -1.54241  -0.4584
C -0.55064 0.89802 -1.96416  -0.5811
C -0.68205 -0.41619 -1.24674  1.1502
C -1.85156 -0.54080 -0.23508  -0.7283
C -3.40241 4.18785 -2.31927  -1.2076
H -3.22210 0.79964 0.83570  0.8653
H -1.53123 2.28459 1.82321  0.3888
H 0.57307 0.25464 0.93967  -0.8285
H 0.72585 1.72644 1.88345  0.5258
H 0.84019 3.16614 0.05443  0.4284
H 1.91424 1.82302 -0.29653  0.2840
H 0.26803 2.81876 -2.18903  0.4772
H -1.15822 0.97621 -2.87722  0.3906
H 0.27460 -0.68845 -0.76063  -1.5612
H -0.85858 -1.17853 -2.02567  0.6215
H -2.74709 -0.83301 -0.80521  0.3359
H -1.63192 -1.39909 0.42544  0.1965
H -4.42047 4.36296 -2.70967  0.3122
H -2.76395 3.75268 -3.09951  0.2376
H -2.95770 5.13071 -1.96932  0.3014
C -4.79670 4.44479 1.77352  -0.9013
C -5.02392 3.13314 1.05117  0.4337
O -5.87957 2.29620 1.23673  -0.5780
H -3.95439 4.33083 2.47482  0.1904
H -5.68395 4.73773 2.35315  0.3352
H -4.58197 5.24315 1.04393  0.2875

Values from the calculation:
**HOMO energy**: -6.80 eV
**ΔE to the lowest compared entry with this formula, charge and spin**: 0.000 eV
**DFT total energy**: -1593.67482 Ha
**Net charge**: 0